No. 1
Computed, not measured: a structure of composition C30H26I2N2O2PRh, with ωB97M-V/def2-TZVPD.

Geometry as XYZ:
```
64
C30H26I2N2O2PRh ωB97M-V/def2-TZVPD
Rh 1.328 0.209 -0.796
N 1.203 2.372 -0.697
C 0.936 2.946 0.594
C 1.392 4.210 0.924
C 1.149 4.716 2.194
C 0.442 3.967 3.120
C -0.013 2.699 2.782
C 0.234 2.170 1.522
P -0.143 0.457 1.008
C -0.235 -0.458 2.576
C 0.941 -1.043 3.041
C 0.956 -1.729 4.245
C -0.210 -1.845 4.988
C -1.388 -1.274 4.526
C -1.402 -0.581 3.326
C -1.879 0.515 0.453
C -2.565 1.700 0.212
C -3.814 1.677 -0.394
C -4.391 0.470 -0.757
C -3.717 -0.719 -0.508
C -2.470 -0.696 0.089
H 1.869 2.934 -1.217
H 0.353 2.320 -1.268
H 1.937 4.798 0.195
H 1.515 5.699 2.457
H 0.255 4.360 4.110
H -0.540 2.101 3.515
H 1.841 -0.956 2.441
H 1.874 -2.179 4.598
H -0.204 -2.388 5.925
H -2.299 -1.368 5.102
H -2.325 -0.142 2.966
H -2.124 2.651 0.487
H -4.333 2.606 -0.589
H -5.358 0.454 -1.242
H -4.156 -1.665 -0.799
H -1.942 -1.629 0.257
I -2.656 0.860 -4.483
C -1.768 -0.821 -3.644
C -2.232 -2.085 -3.993
C -1.687 -3.224 -3.453
I -2.457 -5.073 -4.043
C -0.629 -3.123 -2.516
C -0.010 -4.239 -1.905
C 0.982 -4.060 -0.982
C 1.376 -2.758 -0.652
N 0.827 -1.694 -1.211
C -0.166 -1.836 -2.155
C -0.728 -0.614 -2.728
O -0.301 0.541 -2.399
H -3.045 -2.161 -4.702
H -0.338 -5.232 -2.178
H 1.467 -4.897 -0.502
H 2.143 -2.569 0.084
C 4.330 1.306 -0.259
O 4.085 0.880 -1.602
C 2.965 0.214 -1.881
C 3.011 -0.190 -3.318
H 4.115 0.481 0.421
H 3.692 2.146 0.003
H 5.376 1.601 -0.235
H 4.018 -0.218 -3.735
H 2.410 0.551 -3.857
H 2.505 -1.146 -3.461
```

## Properties
relative energy (zero: lowest compared OMol25 entry of this formula, charge and spin): 0.000 eV
highest occupied orbital energy: -6.42 eV
E: -67105.145 eV

***

No. 2
Computed, not measured: a structure of composition C19H34As2NO2S3Y at a distorted geometry, with ωB97M-V/def2-TZVPD.

Geometry as XYZ:
```
62
C19H34As2NO2S3Y ωB97M-V/def2-TZVPD
Y -0.297 -0.510 -0.338
C 0.887 1.981 -2.966
C -0.595 2.156 -3.272
S -1.684 1.532 -1.976
C -2.927 0.567 -2.869
C -2.402 -0.527 -3.791
S -1.278 -1.690 -2.974
C 0.102 -1.771 -4.108
C 0.982 -0.529 -4.242
S 1.450 0.285 -2.694
H 1.474 2.414 -3.776
H 1.170 2.528 -2.064
H -0.810 3.216 -3.398
H -0.858 1.674 -4.211
H -3.554 0.137 -2.086
H -3.560 1.252 -3.432
H -3.251 -1.092 -4.173
H -1.892 -0.117 -4.663
H 0.693 -2.628 -3.776
H -0.278 -2.054 -5.090
H 1.906 -0.802 -4.751
H 0.497 0.218 -4.869
C 3.235 -1.421 1.888
As 1.926 -0.111 1.385
C 3.049 1.375 0.842
C 1.231 0.533 3.066
C 1.911 0.264 4.247
C 1.443 0.785 5.448
C 0.307 1.579 5.466
C -0.373 1.849 4.285
C 0.082 1.319 3.084
As -0.889 1.645 1.449
C -0.671 3.530 1.172
C -2.743 1.500 1.970
H 2.767 -2.226 2.450
H 4.000 -0.946 2.494
H 3.698 -1.816 0.987
H 3.728 1.617 1.658
H 2.427 2.245 0.638
H 3.620 1.121 -0.050
H 2.804 -0.345 4.258
H 1.972 0.570 6.367
H -0.058 1.990 6.398
H -1.262 2.467 4.325
H -0.885 4.041 2.108
H -1.363 3.867 0.404
H 0.351 3.751 0.874
H -2.945 2.218 2.760
H -2.946 0.492 2.318
H -3.370 1.729 1.111
N 0.620 -2.964 -0.597
C -0.467 -4.000 -0.427
C -1.217 -3.772 0.888
C -1.409 -2.294 0.971
O -0.708 -1.593 1.740
O -2.054 -1.691 0.020
H 1.089 -3.144 -1.478
H 1.336 -3.119 0.108
H -0.052 -5.004 -0.473
H -1.149 -3.872 -1.262
H -0.643 -4.099 1.752
H -2.166 -4.308 0.873
```

## Properties
relative energy (zero: lowest compared OMol25 entry of this formula, charge and spin): 0.459 eV
highest occupied orbital energy: -14.40 eV
total charge: +2
E: -181056.699 eV

***

No. 3
Computed, not measured: a cluster of 2 separate species, C3H9NO3 in total at a distorted geometry, with ωB97M-V/def2-TZVPD.

Geometry as XYZ:
```
16
C3H9NO3 ωB97M-V/def2-TZVPD
C 2.188 0.065 -0.139
C 0.806 0.051 -0.768
O 0.751 1.081 -1.726
C 2.314 -1.087 0.864
N 1.400 -1.066 1.919
O 3.206 -1.896 0.810
H 2.432 0.984 0.389
H 2.850 -0.313 -0.921
H 0.613 -0.972 -1.104
H 0.034 0.289 -0.045
H -0.034 1.035 -2.283
H 1.496 -1.881 2.513
H 0.444 -0.965 1.612
H -5.736 1.094 0.079
H -6.217 2.100 -0.931
O -6.549 1.482 -0.268
```

## Properties
structure (SMILES): NC(=O)CCO.O
relative energy (zero: lowest compared OMol25 entry of this formula, charge and spin): 1.214 eV
highest occupied orbital energy: -10.00 eV
E: -10889.368 eV

***

No. 4
Computed, not measured: a cluster of 2 separate species, C2H7NO2 in total at a distorted geometry, with ωB97M-V/def2-TZVPD.

Geometry as XYZ:
```
12
C2H7NO2 ωB97M-V/def2-TZVPD
C -2.211 -0.297 -1.296
O -1.160 -0.177 -0.347
H -2.137 -1.215 -1.883
H -2.130 0.523 -2.005
H -3.200 -0.249 -0.840
H -1.317 -0.851 0.322
C 2.589 0.439 1.397
N 1.536 0.365 0.519
O 3.654 -0.088 1.219
H 2.315 1.070 2.262
H 1.335 -0.462 -0.017
H 0.726 0.943 0.668
```

## Properties
structure (SMILES): NC=O.CO
relative energy (zero: lowest compared OMol25 entry of this formula, charge and spin): 1.287 eV
highest occupied orbital energy: -9.89 eV
E: -7772.239 eV

***

No. 5
Computed, not measured: an isolated molecule of C10H7N3O at a distorted geometry, with ωB97M-V/def2-TZVPD.

Geometry as XYZ:
```
21
C10H7N3O ωB97M-V/def2-TZVPD
C 1.885 -0.876 0.589
C 2.234 0.422 0.922
C 0.516 -1.092 0.260
C 1.331 1.550 0.848
C -0.312 -0.024 0.214
C 0.022 1.334 0.450
C -2.526 -0.869 -0.946
C -3.435 -1.597 -0.292
C -2.192 1.577 -0.118
C -2.064 0.102 0.002
N -3.453 -1.104 1.002
N -2.671 -0.169 1.243
N -1.024 2.164 0.222
O -3.223 2.091 -0.459
H 2.589 -1.669 0.576
H 3.245 0.484 1.168
H 0.066 -2.081 0.016
H 1.809 2.531 0.620
H -1.998 -0.998 -1.814
H -4.081 -2.362 -0.548
H -1.035 3.148 0.559
```

## Properties
structure (SMILES): O=C1Nc2ccccc2[C@]12C=CN=N2
relative energy (zero: lowest compared OMol25 entry of this formula, charge and spin): 3.087 eV
highest occupied orbital energy: -8.95 eV
E: -16998.309 eV

***

No. 6
Computed, not measured: an isolated molecule of C13H14N2OS at a distorted geometry, with ωB97M-V/def2-TZVPD.

Geometry as XYZ:
```
31
C13H14N2OS ωB97M-V/def2-TZVPD
C -3.632 -2.142 0.372
C -2.482 -1.264 0.763
C -1.469 -0.980 -0.133
C -0.421 -0.159 0.267
N 0.642 0.202 -0.512
C 1.461 0.963 0.102
N 2.620 1.516 -0.349
C 3.365 1.519 -1.524
O 4.385 2.178 -1.493
C 2.985 0.790 -2.748
H 3.747 0.972 -3.499
C 2.333 -0.569 -2.794
C 1.580 0.621 -3.270
H 1.439 0.767 -4.330
H 0.767 0.971 -2.657
H 2.726 -1.268 -3.517
H 2.022 -1.014 -1.864
H 3.090 2.090 0.346
S 1.016 1.354 1.789
C -0.405 0.369 1.572
C -1.414 0.096 2.486
C -2.441 -0.725 2.052
H -3.243 -0.959 2.738
C -1.370 0.673 3.865
H -1.357 1.761 3.816
H -2.230 0.355 4.447
H -0.460 0.357 4.375
H -1.471 -1.380 -1.134
H -3.509 -2.514 -0.642
H -4.567 -1.587 0.428
H -3.708 -2.992 1.049
```

## Properties
structure (SMILES): Cc1cc(C)c2sc(NC(=O)C3CC3)nc2c1
relative energy (zero: lowest compared OMol25 entry of this formula, charge and spin): 0.458 eV
highest occupied orbital energy: -8.41 eV
E: -29571.439 eV